Record 1
ORCA calculation (ωB97M-V with the def2-TZVPD basis set) on a cluster of 40 separate species, H80O40 in total.

```
120
Properties=species:S:1:pos:R:3:forces:R:3
H -6.228868 0.275634 3.272106 0.259 -1.366 -0.047
H -5.298478 0.418479 4.297594 0.873 -0.708 0.534
O -5.565062 -0.312339 3.715439 -1.089 2.158 -0.446
H 0.891717 0.686042 5.758036 0.238 0.138 0.108
H -0.443161 0.042218 6.208927 0.345 0.348 -0.392
O -0.055296 0.775413 5.697177 -0.881 0.704 0.520
H -0.248008 -4.339613 4.770835 0.602 0.128 -0.870
H 0.345375 -4.941798 3.348037 0.343 0.537 0.512
O -0.213518 -5.056159 4.122309 -0.852 -0.688 0.266
H -3.404069 1.700575 -1.723608 -0.632 -0.527 0.024
H -3.907789 1.176308 -0.453937 -0.190 0.392 0.472
O -4.217811 1.296033 -1.353020 0.506 -0.188 -0.730
H 2.271193 1.394565 -3.305929 0.205 0.107 0.545
H 2.975253 1.196237 -1.933827 0.186 -0.207 -0.216
O 2.476344 1.832473 -2.460331 0.098 -0.411 -0.811
H 0.745279 -1.589217 -0.998164 -0.433 0.409 -0.680
O 1.293960 -1.539985 -1.807717 1.177 -0.859 0.499
H 4.537836 -4.164318 -1.963957 -0.366 -0.574 1.249
O 4.788730 -3.560270 -1.231548 -0.012 0.005 -1.764
H -2.030263 6.653988 -0.361547 -0.028 0.117 1.305
H -3.431581 5.992939 0.323991 1.470 0.797 0.028
O -2.870310 6.216245 -0.431222 -1.151 -0.552 -2.023
H 1.957338 -4.773256 -2.973572 -0.627 0.401 0.068
H 1.693738 -3.442433 -2.090956 -0.302 0.231 -0.595
O 2.273387 -4.185772 -2.282749 0.897 -0.653 0.269
H -3.521134 -3.607843 -2.567190 0.656 -0.036 0.239
H -3.060265 -5.064597 -3.065891 0.220 0.450 0.486
O -3.730543 -4.376263 -3.097291 -0.771 -0.391 -0.859
H -1.107405 0.985311 1.416849 -0.092 0.001 -0.185
H -1.208198 2.299826 2.140181 0.496 0.147 -0.213
O -0.611868 1.815519 1.547739 0.689 -0.433 0.690
H 4.858463 3.956968 -2.671699 0.484 0.258 0.110
O 4.993937 3.223226 -3.277098 -1.105 -0.028 0.023
H -2.895261 3.495099 0.821413 -0.096 -0.055 -0.192
H -1.992835 2.517256 0.043645 -0.488 0.053 0.145
O -2.770348 2.553605 0.637966 -0.603 0.587 0.280
H -1.293290 -2.068092 0.328476 1.072 -0.216 -0.005
H -0.192746 -2.721443 1.138500 0.193 0.077 -0.198
O -0.429953 -2.543534 0.216377 -0.828 0.406 0.357
H -3.169680 -2.092296 -0.399479 -0.998 0.251 -0.519
H -4.462668 -1.351682 0.291286 -0.405 -0.296 -0.712
O -3.751257 -2.000190 0.358361 -0.164 -1.434 0.916
H -5.894719 0.220086 1.000034 0.585 0.322 -0.426
H -6.829903 -0.861211 0.928481 0.235 -0.755 -0.618
O -6.038923 -0.560125 0.447789 -0.893 0.657 0.990
H 2.084081 0.883162 -0.206645 -0.736 -0.399 0.319
H 0.876861 1.045768 0.798039 0.294 0.731 -1.725
O 1.108792 0.858883 -0.140956 -0.554 0.501 0.540
H 3.553948 4.188545 -0.647813 -0.061 -0.030 -0.251
H 3.091204 5.647670 -0.423519 -0.044 -0.448 0.013
O 3.320739 4.823732 0.028113 0.357 0.519 0.511
H 3.220309 -0.902306 -0.478335 -0.312 0.178 0.010
O 3.401384 -0.053395 -0.040625 0.833 -0.528 -0.419
H -1.980654 -5.385649 1.598153 0.034 0.316 0.291
H -2.430117 -4.488459 0.399982 0.213 0.049 0.138
O -2.462355 -5.372870 0.771325 -0.334 -0.592 -0.101
H -1.352730 -2.928744 -4.971441 -0.323 -0.363 -0.570
O -1.752525 -3.362600 -5.750396 0.191 0.397 0.660
H 6.324074 -0.357629 -1.957034 -0.385 0.077 0.393
H 5.242723 -1.418451 -2.424424 -0.383 0.629 0.391
O 6.081762 -1.013764 -2.608105 0.784 -0.167 -0.987
H 1.552739 2.872007 -0.823422 -0.512 0.570 -0.161
H 0.251176 3.373910 -1.403124 0.202 0.129 0.263
O 1.123019 3.698656 -1.116037 -0.483 -0.275 -0.194
H 5.235962 2.168288 2.341803 -0.622 -0.379 -1.254
H 4.528543 1.362779 1.147937 -0.429 0.558 0.562
O 5.348297 1.746300 1.455648 1.058 0.497 0.721
H 2.747288 -3.122080 4.065302 -0.034 -0.043 -0.116
H 3.210810 -2.868335 2.630392 -0.049 -0.093 0.141
O 3.300469 -3.490289 3.364142 -0.027 0.220 -0.091
H -2.584439 0.885505 -4.678037 0.206 0.063 0.012
H -1.229346 0.873295 -3.900717 -1.097 0.230 -0.766
O -2.198870 1.036790 -3.808647 0.722 -0.384 0.293
H -1.268542 1.107860 4.358659 0.445 -0.244 -0.730
H -2.244556 1.108738 3.003156 0.618 -0.547 -0.123
O -2.119567 1.259022 3.933298 -1.522 0.702 1.072
H 0.774383 1.987930 -5.442399 -0.007 -0.209 -0.170
H -0.393785 2.844855 -5.220204 -0.211 -0.389 0.102
O -0.184497 1.902650 -5.354880 0.561 0.622 0.057
H 1.889214 4.886655 -4.119436 -0.224 -0.397 -0.093
H 1.547154 3.684664 -3.242577 -0.073 0.048 0.527
O 1.494939 4.000401 -4.152073 0.239 0.360 -0.313
H -4.486348 3.175309 -1.526497 -0.184 0.277 0.143
H -4.716897 4.245724 -2.578671 0.074 0.170 0.227
O -4.385148 4.131232 -1.678119 -0.210 -0.435 -0.316
H 2.806686 3.804820 2.818644 0.190 -0.068 0.012
H 3.193039 3.064897 4.119984 -0.217 0.058 0.157
O 3.520839 3.324718 3.259167 0.101 -0.045 -0.210
H -0.396512 -5.891190 -0.692490 -1.120 0.344 -0.828
O -0.515467 -5.070463 -1.220901 1.139 -1.084 0.854
H 5.874550 -0.191066 2.051214 -0.435 -0.039 -0.224
H 5.488477 -1.660921 2.301585 -0.068 -0.279 -0.090
O 5.192391 -0.860599 1.859568 0.487 0.045 0.324
H 4.236688 -0.211853 0.423230 0.266 -0.438 0.212
H 0.940974 -1.093783 -2.571710 -0.713 0.252 0.269
H -2.645353 -3.570561 -5.443405 0.057 -0.065 0.047
H 4.898349 -2.845355 -1.877452 0.432 0.256 0.966
H 4.057301 2.956345 -3.398791 0.713 -0.165 -0.075
H 0.301071 -4.655644 -0.906150 -0.146 0.709 -0.550
O 0.617377 -1.583623 5.153657 0.180 -0.417 -0.637
H 1.286060 -1.229212 5.738069 0.330 -0.336 0.277
H 0.592724 -0.912294 4.442056 -0.025 -0.626 0.037
O -2.086240 -0.532455 1.191459 1.450 0.918 1.146
H -2.845839 -0.203861 0.706927 -0.180 -0.339 0.235
H -2.416686 -1.108859 1.909148 -0.249 0.445 -0.705
O -1.391031 1.677287 -1.382805 0.137 0.350 0.613
H -1.575157 1.657341 -2.327068 0.218 -0.242 -0.150
H -0.649893 1.133458 -1.088048 0.482 0.010 -0.399
O 1.265417 -0.338707 2.508825 0.443 0.670 -0.853
H 0.732136 0.305508 2.000676 -0.422 -0.675 1.380
H 2.089987 -0.229557 1.992893 -0.044 -0.573 0.565
O 1.350971 -6.631724 1.548332 -0.614 0.692 -1.065
H 0.681029 -6.440587 0.858611 0.171 -0.498 0.840
H 2.098139 -6.176101 1.142690 0.464 -0.093 0.357
O -2.900320 -1.659072 -2.266441 -0.053 -0.436 -0.098
H -3.618259 -1.014270 -2.187078 0.211 0.290 -0.043
H -2.160663 -1.323080 -1.756343 0.161 0.457 -0.237
O -2.904372 5.715007 2.145311 -0.570 -0.446 -0.032
H -3.631801 5.246749 2.576537 0.413 0.224 0.373
H -2.233449 5.941340 2.787469 -0.026 -0.084 0.392
```
Positions in Å, forces in eV/Å.

## Properties
highest occupied orbital energy: -10.58 eV
orbital gap: 9.9 eV
energy relative to the best compared isomer or geometry (same formula, charge and spin): 198.7 kcal/mol
lowest unoccupied orbital energy: -0.02497 Eh

***

Record 2
ORCA calculation (ωB97M-V with the def2-TZVPD basis set) on a cluster of 40 separate species, H80O40 in total.

```
120
Properties=species:S:1:pos:R:3:forces:R:3
H -3.817212 1.098575 -1.024313 -0.077 -0.134 0.825
H -2.608467 0.971809 -0.036011 -0.207 0.473 3.023
O -2.877289 0.972314 -0.904864 1.010 -1.161 -4.591
H -3.447844 -1.126585 2.915661 0.206 0.283 0.434
H -2.190756 -0.437844 2.837611 5.340 -0.142 -3.334
O -2.905569 -0.433584 3.339832 -5.485 -0.489 2.668
H -2.266949 0.214222 -6.056478 1.128 -0.775 2.627
H -3.140412 -0.206224 -4.936125 1.935 0.381 0.359
O -2.143250 -0.107038 -5.070597 -2.778 0.849 -3.588
H -2.811322 -3.320943 -1.921331 -0.785 0.134 0.417
H -3.051706 -4.477515 -0.851261 -2.513 3.291 -2.609
O -3.582556 -3.671219 -1.436754 2.972 -3.721 2.683
H 0.639369 -4.143329 3.235780 -0.080 -1.256 0.141
H 1.218006 -5.169565 2.338091 0.233 -0.426 -0.099
O 0.579577 -5.118819 3.053467 -0.003 1.648 0.099
H 1.546498 1.256212 1.094752 0.465 2.086 -2.069
O 1.527933 1.936027 0.296366 1.427 -2.891 2.508
H 2.041534 4.320754 -1.331103 2.046 2.795 0.265
O 2.702792 5.143137 -1.193127 -3.613 -2.145 -1.732
H -1.209775 2.624118 2.311580 -0.052 0.831 0.337
H -1.357671 2.852593 3.823617 0.428 0.005 -1.206
O -1.415054 3.330059 2.963311 0.205 -0.632 0.371
H 0.567198 -4.733488 -3.896278 -0.422 -1.210 0.137
H 0.860364 -5.943075 -3.113759 -0.135 -0.432 -0.213
O 0.110000 -5.580193 -3.600647 0.786 1.385 0.001
H -3.431766 2.972338 1.739434 0.058 -0.932 -1.016
H -3.801233 2.877873 0.254190 0.648 -1.158 1.198
O -3.485430 2.287569 1.002025 -0.595 3.009 1.078
H -3.056849 4.616308 3.580805 1.575 0.299 0.140
H -4.210927 3.814776 3.938819 -3.434 -6.586 6.886
O -3.940286 4.385714 3.391293 1.491 6.536 -7.103
H 0.022655 -1.141542 -4.107381 4.003 0.426 -1.695
O 1.080706 -1.255675 -4.293187 -3.641 0.099 0.620
H -2.374880 2.597667 4.909384 -0.650 -2.272 0.067
H -2.539065 0.940605 4.364689 0.781 2.562 0.950
O -2.001515 1.677172 4.853455 0.258 0.127 -0.388
H -1.899824 1.668784 -3.838771 -4.771 1.207 1.749
H -2.846371 2.657709 -2.928664 0.689 2.858 2.168
O -2.943966 1.932188 -3.462952 3.874 -3.998 -4.058
H 1.139654 -5.401405 -1.347727 0.453 0.552 -0.089
H 1.771877 -4.799190 -0.118921 0.196 0.612 -2.021
O 1.712706 -4.640615 -1.120619 -0.513 -1.719 2.239
H -0.980887 -5.439011 -0.891143 0.413 2.668 -2.515
H -1.947900 -6.294297 -0.213904 -2.834 -0.876 0.369
O -1.055138 -6.129804 -0.310480 2.500 -1.812 2.019
H -2.006923 -2.891104 -3.283910 1.548 0.427 -2.998
H -0.602327 -3.176467 -3.871798 -2.545 0.715 -1.519
O -1.513427 -2.770975 -4.187697 3.031 -2.782 3.084
H 3.957803 -3.845543 -1.899188 0.253 1.815 -0.507
H 4.410271 -3.296059 -3.225404 -0.581 0.991 0.988
O 4.142903 -2.947979 -2.334248 0.237 -2.672 0.076
H 1.246479 3.388916 1.478474 -1.813 1.057 -1.373
O 0.415178 3.957891 1.314205 2.598 -0.793 2.147
H -3.189007 -3.098859 0.885584 0.217 0.466 0.459
H -2.835091 -1.936600 0.138049 -0.090 1.661 -3.893
O -2.780312 -2.219005 0.993113 -0.299 -1.874 3.503
H 1.509852 0.350803 4.210048 0.101 0.175 -0.676
O 1.850607 0.046034 3.331049 -3.333 -2.980 -0.326
H -4.919291 -0.532632 0.568669 0.367 -1.300 -0.039
H -5.699334 0.033995 -0.699007 0.056 -0.728 0.354
O -5.310291 0.217820 0.162716 -0.927 1.759 -0.444
H 2.456793 -2.417115 -1.221946 -2.203 0.059 1.875
H 1.535442 -1.266218 -0.912511 -0.331 -0.878 0.890
O 1.687684 -2.172564 -0.524192 2.601 1.511 -3.278
H -4.170916 2.080296 3.519127 1.471 3.258 -2.028
H -4.494093 0.910120 3.675600 -1.054 -1.417 1.186
O -4.605769 1.701894 4.233226 -1.107 -2.012 0.523
H -0.552984 5.608935 -0.766269 -1.346 0.318 -0.337
H -1.534392 6.232809 -1.806603 0.141 0.047 0.045
O -1.473758 5.532478 -1.152032 0.643 -0.496 0.099
H 3.409281 -2.929852 0.320332 1.662 -2.204 1.480
H 4.404274 -2.928286 1.409459 0.911 0.733 1.142
O 4.019587 -3.589397 0.863569 -2.653 1.504 -2.445
H 1.294986 1.409008 -2.247736 0.544 0.142 -0.308
H 2.751704 1.465516 -2.982794 -2.470 1.252 1.147
O 1.936019 2.037796 -2.638561 2.151 -1.780 -0.856
H -2.695222 -0.516811 -2.580134 -0.715 -1.092 -0.759
H -3.203251 -1.646975 -3.741629 0.763 1.058 1.500
O -2.787252 -1.478007 -2.853904 -1.699 1.692 1.024
H -0.722903 -1.034913 -2.640276 0.538 2.674 2.257
H -0.679539 0.187201 -1.374346 0.043 -1.588 -2.290
O -0.271551 -0.179766 -2.236581 -0.893 -0.775 0.797
H 2.527306 0.659973 5.689725 1.543 -0.811 0.210
H 1.475171 1.198633 6.597235 -0.713 -0.109 1.432
O 1.834714 1.287342 5.739127 -0.651 0.925 -1.338
H 6.101083 -1.460258 2.353296 0.163 0.013 0.083
H 5.486988 -0.251078 3.221006 0.758 -1.174 -3.434
O 5.706538 -0.592554 2.224728 -0.910 1.121 3.416
H 1.296262 0.804607 -5.078019 -0.362 0.944 -0.402
O 1.698325 1.661505 -5.273163 0.021 0.796 2.118
H 1.240496 6.002273 0.316534 -0.368 0.060 1.001
H -0.034288 6.849247 0.951569 -0.988 -0.020 2.768
O 0.492169 6.602950 0.249882 1.719 0.271 -3.767
H 0.229070 4.084994 2.274714 -0.726 0.433 -1.028
H 0.705917 1.602398 -0.027582 -1.203 0.247 -0.594
H 1.115178 -0.753991 3.100993 4.067 1.659 1.750
H 3.121999 4.853636 -0.415764 1.312 -0.566 1.655
H 1.578867 -0.500956 -4.637715 -0.487 -0.444 0.415
H 1.713768 2.105962 -4.326184 -0.267 -1.090 -2.535
O 5.135176 0.694810 -3.236423 -1.554 -4.065 -4.816
H 5.976373 0.729239 -3.639228 1.252 0.613 0.101
H 4.989556 1.137995 -2.493440 0.252 3.400 4.685
O 4.557027 1.311532 4.235709 -2.466 -3.053 2.219
H 3.811647 1.004580 3.691619 0.478 0.495 -0.218
H 5.108115 1.874704 3.796790 1.920 2.375 -2.202
O -0.224567 0.163336 1.580264 0.562 0.766 -0.745
H -1.191816 0.205860 1.539489 0.837 -0.577 0.904
H 0.365307 -0.192604 2.317149 -2.824 1.217 -1.631
O -2.651551 -0.246434 6.246535 -4.924 -5.904 2.127
H -1.993740 0.292173 6.128209 6.004 4.633 -0.681
H -3.339765 0.193894 5.792600 -1.473 0.419 -0.309
O 0.637808 -2.366001 1.973111 -0.467 -2.833 -3.074
H 1.215039 -2.213458 1.075475 -1.807 -0.668 2.475
H -0.004279 -3.200716 1.707381 2.301 3.374 0.874
O 2.037083 -3.536852 -4.064901 -0.870 -0.673 1.284
H 2.274205 -3.535292 -4.976144 0.112 0.173 -1.141
H 1.542460 -2.689723 -3.907962 1.075 -0.390 -0.505
O 4.451538 3.211202 -2.142445 -2.558 2.154 -1.422
H 4.393840 4.195913 -2.474696 0.300 -2.823 1.109
H 3.460780 2.947205 -2.269738 2.593 0.819 0.667
```
Positions in Å, forces in eV/Å.

## Properties
highest occupied orbital energy: -10.32 eV
orbital gap: 9.5 eV
energy relative to the best compared isomer or geometry (same formula, charge and spin): 410.9 kcal/mol
lowest unoccupied orbital energy: -0.02852 Eh

***

- The highest energy relative to the best compared isomer or geometry (same formula, charge and spin) belongs to which entry?
  number 2

***

- What is the lowest unoccupied orbital energy in the second record?
  -0.02852 Eh